18
Properties=species:S:1:pos:R:3:nbo_charge:R:1 method="wB97M-V/def2-TZVPD" smiles="C=C/C(N)=C/C.O" homo_ev=-8.352 e_above_lowest_kcal_mol=80.93 multiplicity=1 energy_ev=-8898.18768
C -1.90805 1.46445 0.42453 -0.660
N -0.46848 -0.92617 -0.80432 -0.835
C 0.30634 0.33655 -0.59439 0.037
C -0.46137 1.35795 -0.15008 -0.102
C 2.64256 -0.67115 -0.61214 -0.429
C 1.69708 0.44283 -0.33952 -0.204
H -1.90223 1.13558 1.50628 0.246
H -2.58350 0.78667 -0.08236 0.229
H -2.20276 2.50963 0.23893 0.220
H 0.17854 -1.62635 -0.73405 0.353
H -0.61497 -0.98498 -1.76600 0.369
H 0.15093 2.28183 -0.03021 0.181
H 2.19784 -1.62913 -0.80532 0.172
H 3.79217 -0.71307 -0.55281 0.222
H 2.02601 1.35680 0.11674 0.220
H -1.26695 -1.81883 0.70537 0.483
H -0.39189 -1.41329 1.77140 0.451
O -1.19126 -1.88932 1.70796 -0.954